Below is a 6-piece molecular cluster, C40H100ClN5O5 overall at a distorted geometry, with properties calculated with ωB97M-V/def2-TZVPD.

Last column: Mulliken charge in e.
Element x y z (Å)
C 22.66 14.15 13.65  -1.414
C 21.19 13.68 13.33  -0.391
N 20.85 13.18 11.88  0.568
C 19.36 12.85 11.66  -0.936
C 21.18 14.16 10.74  -0.669
C 20.46 15.57 10.71  -1.409
C 21.73 11.90 11.65  -0.719
C 21.57 11.17 10.27  -0.864
O 22.16 12.03 9.26  -0.292
C 22.48 11.43 8.07  -0.814
H 23.08 14.69 12.81  0.338
H 23.25 13.24 13.83  0.379
H 22.74 14.68 14.60  0.419
H 20.51 14.52 13.42  0.243
H 20.85 12.87 13.97  0.462
H 19.10 12.64 10.62  0.386
H 18.71 13.66 11.99  0.094
H 19.10 11.96 12.22  0.408
H 20.89 13.63 9.84  0.530
H 22.27 14.19 10.67  0.617
H 20.93 16.33 11.35  0.334
H 19.40 15.55 10.97  0.205
H 20.47 16.05 9.73  0.511
H 21.77 11.20 12.48  0.616
H 22.75 12.29 11.60  0.493
H 20.54 11.00 9.93  0.307
H 22.17 10.27 10.37  0.549
H 21.59 11.08 7.54  0.335
H 23.09 10.55 8.25  0.306
H 22.98 11.98 7.27  0.298
C 16.86 9.81 17.45  -1.383
C 17.96 10.66 16.82  -0.379
N 18.71 11.71 17.71  0.680
C 19.13 10.94 19.01  -1.315
C 19.93 12.20 16.89  -0.082
C 21.03 11.11 16.58  -1.392
C 17.77 12.85 18.17  -0.841
C 18.33 13.72 19.36  -0.910
O 19.64 14.23 19.15  -0.241
C 20.34 14.68 20.24  -0.879
H 17.29 9.13 18.18  0.393
H 16.46 9.26 16.60  0.397
H 16.09 10.33 18.01  0.339
H 17.66 11.19 15.92  0.510
H 18.74 9.94 16.55  0.268
H 19.57 9.99 18.72  0.548
H 18.20 10.78 19.55  0.470
H 19.87 11.52 19.56  0.246
H 20.39 13.11 17.29  0.416
H 19.44 12.63 16.01  0.080
H 20.67 10.34 15.90  0.375
H 21.28 10.60 17.51  0.459
H 21.98 11.47 16.20  0.367
H 16.82 12.45 18.53  0.401
H 17.55 13.33 17.22  0.342
H 18.28 13.12 20.27  0.619
H 17.65 14.53 19.64  0.552
H 20.59 13.90 20.95  0.335
H 19.62 15.32 20.74  0.334
H 21.22 15.29 20.03  0.258
C 14.51 15.54 18.59  -0.967
C 14.60 16.35 17.28  -0.562
N 15.60 17.52 17.19  0.430
C 15.47 18.15 15.79  -1.545
C 15.35 18.49 18.34  -0.428
C 13.87 19.08 18.28  -1.199
C 17.05 16.91 17.47  -0.634
C 18.34 17.72 17.04  0.401
O 18.57 18.87 17.87  -0.390
C 19.82 19.46 17.73  -0.694
H 15.50 15.23 18.95  0.028
H 13.87 14.67 18.49  0.441
H 14.01 16.14 19.35  0.309
H 13.63 16.78 17.05  0.496
H 14.82 15.66 16.45  0.579
H 15.93 17.38 15.16  0.536
H 16.04 19.07 15.76  0.418
H 14.45 18.27 15.42  0.503
H 16.16 19.21 18.21  0.525
H 15.50 18.02 19.32  0.431
H 13.12 18.44 18.75  0.333
H 13.48 19.40 17.30  0.267
H 13.65 19.97 18.86  0.435
H 16.98 15.96 16.93  0.066
H 17.10 16.50 18.48  0.286
H 18.10 18.02 16.02  -0.627
H 19.25 17.14 16.94  0.693
H 20.45 18.73 18.23  0.308
H 20.02 20.30 18.40  0.288
H 20.07 19.85 16.75  0.236
C 14.45 12.41 12.44  -1.513
C 13.92 10.91 12.81  -0.463
N 12.58 10.37 12.19  0.229
C 12.53 10.80 10.74  -1.058
C 12.53 8.83 12.28  -0.393
C 12.99 8.21 13.65  -1.146
C 11.46 10.96 13.16  -0.698
C 9.98 10.90 12.63  -0.683
O 9.71 9.52 12.57  -0.256
C 8.41 9.26 12.10  -0.798
H 14.53 12.63 11.38  0.345
H 15.42 12.64 12.88  0.446
H 13.74 13.17 12.79  0.347
H 13.96 10.79 13.89  0.370
H 14.75 10.26 12.52  0.479
H 13.40 10.37 10.24  0.351
H 12.44 11.89 10.75  0.435
H 11.62 10.40 10.29  0.380
H 13.29 8.51 11.56  0.488
H 11.55 8.57 11.87  0.463
H 13.74 8.72 14.26  0.218
H 13.29 7.17 13.56  0.439
H 12.09 8.20 14.28  0.367
H 11.78 12.00 13.25  0.413
H 11.62 10.48 14.12  0.413
H 9.89 11.45 11.69  0.402
H 9.35 11.39 13.37  0.481
H 7.75 9.89 12.69  0.344
H 8.19 8.20 12.21  0.255
H 8.47 9.43 11.03  0.324
C 14.12 20.67 11.44  -1.360
C 14.65 19.23 11.62  -0.022
N 15.61 18.74 10.49  0.441
C 15.94 17.31 10.78  -1.206
C 14.82 18.77 9.10  -0.476
C 15.55 18.02 7.87  -1.215
C 16.88 19.59 10.40  -0.696
C 17.59 19.80 11.80  -0.975
O 18.14 18.54 12.23  -0.011
C 19.15 18.69 13.27  -0.761
H 13.36 20.98 12.15  0.450
H 13.65 20.75 10.45  0.331
H 14.82 21.50 11.43  0.320
H 13.88 18.47 11.72  0.486
H 15.22 19.12 12.54  -0.042
H 16.29 17.26 11.81  0.458
H 16.66 16.89 10.08  0.257
H 14.94 16.86 10.74  0.472
H 14.76 19.81 8.76  0.376
H 13.81 18.45 9.35  0.444
H 16.51 18.48 7.64  0.342
H 14.93 17.91 6.98  0.417
H 15.75 16.98 8.12  0.302
H 16.58 20.53 9.92  0.445
H 17.52 19.03 9.73  0.462
H 16.98 20.21 12.60  0.450
H 18.35 20.57 11.64  0.513
H 19.23 17.71 13.75  0.103
H 18.82 19.50 13.91  0.406
H 20.15 18.78 12.86  0.303
Cl 17.70 14.69 14.51  -0.814

The molar mass is 766.72 g/mol. The multiplicity is 1. The charge is +4. The energy above the lowest of the compared OMol25 structures with the same formula, charge and spin is 0.0 kJ/mol. The total energy comes out at -2692.7006 Ha. The value obtained for the LUMO energy is -0.278 Eh.

=====

Below is a 10-piece molecular cluster, C40H100O20 overall at a distorted geometry, with properties calculated with ωB97M-V/def2-TZVPD.

Last column: Mulliken charge in e.
Element x y z (Å)
C -3.73 -0.75 4.13  -0.914
O -3.18 -0.75 2.79  -0.067
C -1.94 -1.46 2.70  1.159
C -1.94 -2.79 3.22  -0.687
O -2.84 -3.69 2.47  -0.371
C -2.68 -4.94 3.12  -0.772
H -4.67 -0.16 4.15  0.249
H -2.97 -0.41 4.86  0.306
H -3.93 -1.77 4.42  0.318
H -1.16 -0.84 3.20  -0.156
H -1.82 -1.48 1.59  -1.137
H -2.15 -2.90 4.28  0.696
H -0.92 -3.12 3.03  0.398
H -3.29 -5.69 2.69  0.344
H -2.98 -4.85 4.14  0.348
H -1.61 -5.29 3.15  0.204
C -5.51 0.72 -2.39  -0.718
O -4.31 0.25 -1.77  -0.341
C -4.49 0.09 -0.39  -0.319
C -4.30 1.29 0.43  1.121
O -5.29 2.31 0.25  -0.535
C -6.52 1.86 0.88  -0.681
H -5.26 0.90 -3.39  0.285
H -5.92 1.52 -1.78  0.216
H -6.19 -0.11 -2.45  0.325
H -3.76 -0.68 -0.14  -0.072
H -5.44 -0.47 -0.19  0.446
H -3.35 1.76 0.18  -0.645
H -4.20 1.11 1.52  0.067
H -7.18 2.70 1.04  0.320
H -6.25 1.44 1.89  0.250
H -7.06 1.06 0.31  0.287
C -0.09 4.93 -2.94  -0.767
O 0.94 5.24 -2.06  -0.052
C 2.23 4.94 -2.49  -0.062
C 2.79 5.82 -3.66  -0.662
O 3.56 6.88 -3.06  -0.261
C 3.90 7.92 -3.91  -0.746
H 0.13 3.91 -3.29  0.300
H -0.20 5.56 -3.87  0.202
H -1.02 4.92 -2.44  0.197
H 2.32 3.90 -2.79  0.108
H 2.97 5.14 -1.73  0.218
H 2.03 6.22 -4.31  0.360
H 3.41 5.11 -4.26  0.311
H 3.07 8.07 -4.60  0.337
H 4.77 7.76 -4.48  0.285
H 4.04 8.81 -3.29  0.231
C 1.60 1.18 -6.90  -0.648
O 2.03 0.06 -6.17  -0.417
C 1.45 -0.15 -4.89  -0.234
C 1.96 -1.38 -4.14  0.005
O 3.23 -1.16 -3.67  -0.386
C 3.78 -2.24 -2.95  -0.420
H 1.89 1.02 -7.94  0.243
H 2.06 2.05 -6.47  0.206
H 0.50 1.16 -6.78  0.310
H 0.38 -0.31 -5.04  0.411
H 1.75 0.77 -4.27  -0.043
H 2.01 -2.13 -4.93  0.500
H 1.23 -1.65 -3.36  -0.025
H 4.03 -3.08 -3.65  0.280
H 3.13 -2.52 -2.09  -0.058
H 4.70 -1.80 -2.53  0.275
C -0.03 -0.34 8.31  -0.618
O 0.34 -1.40 7.51  -0.376
C 1.61 -1.27 6.85  -0.760
C 1.37 -0.95 5.33  0.124
O 0.49 0.18 5.03  -0.015
C 1.09 1.38 5.39  -0.869
H 0.79 0.05 8.92  0.334
H -0.90 -0.51 9.04  0.251
H -0.45 0.44 7.71  0.197
H 2.15 -2.24 7.01  0.314
H 2.20 -0.57 7.51  0.422
H 0.93 -1.85 4.94  -0.008
H 2.38 -0.79 4.86  0.207
H 0.34 2.04 4.93  0.047
H 2.05 1.46 4.83  0.373
H 1.31 1.62 6.40  0.355
C -1.50 -6.03 -7.71  -0.611
O -0.73 -7.19 -7.89  -0.338
C 0.56 -7.14 -7.34  -0.660
C 0.69 -7.01 -5.82  -0.061
O 0.08 -8.10 -5.26  -0.325
C -0.42 -7.81 -3.94  -0.730
H -2.47 -6.19 -8.17  0.256
H -1.07 -5.21 -8.27  0.299
H -1.51 -5.70 -6.67  0.195
H 1.04 -6.31 -7.88  0.408
H 1.04 -8.03 -7.69  0.308
H 0.21 -6.03 -5.43  0.108
H 1.83 -7.00 -5.59  0.254
H -0.77 -8.71 -3.54  0.308
H -1.23 -7.10 -4.02  0.284
H 0.28 -7.38 -3.23  0.308
C 3.66 5.23 3.29  -0.772
O 2.30 5.31 2.84  -0.413
C 2.24 4.84 1.46  -0.515
C 1.85 3.38 1.41  1.075
O 3.01 2.51 1.63  -0.571
C 2.52 1.19 1.32  0.330
H 4.24 4.51 2.79  0.384
H 3.73 4.91 4.34  0.274
H 4.11 6.30 3.16  0.226
H 3.22 5.20 0.96  0.400
H 1.42 5.36 0.93  -0.043
H 1.55 3.19 0.30  -0.337
H 1.04 3.12 2.09  -0.113
H 3.49 0.52 1.26  0.187
H 2.04 1.15 0.36  -0.169
H 1.88 0.80 2.10  -0.136
C -1.52 2.70 2.59  -1.026
O -1.52 3.14 1.20  0.412
C -2.50 4.16 0.94  -0.693
C -2.05 5.56 1.29  -0.886
O -1.19 6.09 0.34  -0.100
C -0.55 7.34 0.70  -0.907
H -2.60 2.76 2.92  0.459
H -1.00 3.35 3.28  0.192
H -1.15 1.68 2.58  0.064
H -3.37 3.98 1.63  0.366
H -2.84 4.08 -0.05  0.495
H -1.63 5.61 2.34  0.244
H -3.00 6.10 1.39  0.460
H 0.10 7.16 1.60  0.342
H -1.33 8.10 1.04  0.279
H -0.04 7.65 -0.15  0.250
C -1.55 -3.31 -2.39  -0.888
O -0.70 -2.32 -1.90  0.164
C -1.43 -1.34 -1.16  -1.001
C -0.44 -0.59 -0.25  0.753
O 0.62 0.02 -0.96  0.102
C 0.15 1.18 -1.59  -0.535
H -2.15 -3.73 -1.54  0.250
H -0.84 -4.14 -2.59  0.181
H -2.24 -2.98 -3.21  0.292
H -2.14 -1.79 -0.48  0.726
H -2.04 -0.72 -1.82  0.439
H 0.04 -1.33 0.38  -0.266
H -0.87 0.26 0.24  -0.170
H 1.02 1.72 -1.95  0.040
H -0.27 1.79 -0.80  -0.032
H -0.53 0.92 -2.42  0.275
C 1.50 -4.08 0.63  -0.826
O 1.46 -3.21 1.74  0.237
C 2.84 -2.96 2.14  -0.128
C 3.37 -4.02 3.13  -0.937
O 2.46 -4.22 4.18  -0.047
C 2.81 -5.24 4.98  -0.953
H 1.78 -5.09 0.98  0.271
H 2.28 -3.77 -0.09  0.201
H 0.48 -4.16 0.17  0.067
H 2.82 -1.92 2.63  -0.193
H 3.47 -2.93 1.23  0.474
H 4.28 -3.66 3.59  0.500
H 3.55 -4.95 2.58  0.418
H 2.94 -6.16 4.40  0.340
H 2.02 -5.40 5.72  0.217
H 3.76 -4.97 5.42  0.366

The molar mass is 901.22 g/mol. The multiplicity is 1. The energy above the lowest of the compared OMol25 structures with the same formula, charge and spin is 347.2 kJ/mol. As for the SMILES: COCCOC.COCCOC.COCCOC.COCCOC.COCCOC.COCCOC.COCCOC.COCCOC.COCCOC.COCCOC. The total energy comes out at -3088.2432 Ha. The value obtained for the LUMO energy is 0.017 Eh.

=====

Respective Kohn-Sham gap values: 9.0, 9.8 eV.